{
  "formula": "C24H28AlF4N5OS",
  "method": "wB97M-V/def2-TZVPD",
  "symbols": ["H", "C", "C", "C", "N", "C", "H", "C", "F", "N", "C", "H", "C", "H", "C", "C", "C", "Al", "H", "H", "C", "C", "C", "C", "H", "H", "H", "H", "H", "H", "N", "F", "C", "H", "C", "H", "H", "C", "C", "H", "H", "S", "H", "N", "H", "N", "C", "C", "H", "H", "F", "H", "H", "H", "O", "H", "C", "H", "C", "H", "C", "C", "H", "F"],
  "coordinates": [[0.75481, -3.89670, -2.40261], [-2.59942, -2.05028, 0.40877], [-1.82040, -2.51787, -0.81487], [2.05205, 1.88001, -1.82667], [-1.86353, 1.10206, -1.29701], [4.28287, 2.58435, -2.27907], [-0.91068, -3.85444, -3.00717], [0.49759, -2.28887, -0.14107], [0.69774, 2.05681, -1.95283], [-0.09008, -0.07013, 1.82180], [1.79642, -1.50490, -0.33036], [-2.03068, 3.47562, 0.74627], [-0.77238, -0.39922, 4.09320], [-1.57811, -0.63199, 4.77646], [0.79009, 0.01496, 6.02426], [3.82831, 0.48684, -1.14909], [-1.35050, 3.07739, -0.00865], [-0.30920, 0.26792, -0.26339], [1.88654, 0.49711, 1.54642], [-1.57525, -3.57686, -0.71865], [0.03443, -3.31384, -2.97552], [0.50126, -0.08880, 4.57431], [-3.04254, 3.10830, -1.85603], [-2.12262, 2.40772, -1.09928], [0.81872, -1.35742, -2.57269], [-4.42211, 2.98749, -3.49942], [-3.97428, 0.54881, -3.84941], [2.39117, -1.58454, 0.58417], [0.14545, -2.18892, 0.88392], [2.38760, -1.94310, -1.13489], [-0.56392, -1.74626, -1.03483], [2.43365, 3.91154, -2.90950], [-3.71524, 2.45855, -2.87496], [-0.16906, -1.74083, 6.53697], [-3.46822, 1.10547, -3.07408], [-2.44938, -2.42400, -1.69948], [0.04009, 2.43610, 1.25494], [1.14320, 0.23666, 2.28765], [2.92296, 2.80772, -2.34696], [-0.84154, -1.37231, -3.09931], [-2.17516, -2.44204, 1.33148], [1.63739, 1.33862, 6.51553], [-2.02278, -0.55986, 2.37124], [0.25599, -0.88441, 6.85258], [0.40961, -3.25135, -3.99611], [1.45665, -0.11392, -0.65392], [-1.02629, -0.35886, 2.73891], [4.71136, 1.40906, -1.69571], [-3.22515, 4.15516, -1.65211], [-2.36871, -0.58063, -2.37812], [6.00771, 1.14598, -1.62829], [-3.63404, -2.38280, 0.34830], [4.99319, 3.29882, -2.66962], [0.42528, -0.78198, 7.84128], [-0.52667, 2.06415, 0.56565], [-2.61006, -0.95402, 0.44445], [-2.55563, 0.47120, -2.26564], [2.46224, 0.52652, 3.93471], [-0.12328, -1.88718, -2.46302], [-0.75111, 3.89225, -0.41826], [2.44714, 0.70177, -1.17950], [1.46733, 0.24544, 3.62146], [0.66932, -3.34877, -0.33097], [4.33985, -0.60330, -0.55562]],
  "max_force_ev_per_a": 0.937,
  "e_homo_ha": -0.4907,
  "e_above_lowest_kj_mol": 0.0,
  "total_charge": 2
}